1.
Formula: C2H3NOS
Source: the Open Molecules 2025 dataset
Level of theory: ωB97M-V with the def2-TZVPD basis set

E_HOMO   -0.3209 Eh
LUMO   -0.006 hartree
Energy above the lowest of the compared OMol25 structures with the same formula, charge and spin   117.0 kJ/mol
Maximum force   0.0709 Eh/bohr
Gap between HOMO and LUMO   8.563 eV
Structure (SMILES)   N=C=O.C=S

The geometry in ORCA input format:
```
! wB97M-V def2-TZVPD RIJCOSX def2/J DEFGRID3
* xyz 0 1
N -1.0944 1.4157 0.1923
C -1.3025 0.2929 0.5312
O -1.3270 -0.7681 0.9249
H -1.7464 2.0557 -0.1840
C 1.3285 -0.8238 -0.4296
S 1.9764 -0.0045 0.7711
H 1.8600 -1.6442 -1.0632
H 0.3055 -0.5237 -0.7427
*
```

***

2.
Formula: C7H12N2OSi
Source: the Open Molecules 2025 dataset
Level of theory: ωB97M-V with the def2-TZVPD basis set

E_HOMO (alpha / beta)   -0.2326 / -0.3568 Eh
<S²>   2.02
LUMO (alpha / beta)   0.031 / -0.108 hartree
Maximum force   0.1000 Eh/bohr
Gap between HOMO and LUMO (alpha / beta)   7.164 / 6.776 eV

The geometry in ORCA input format:
```
! wB97M-V def2-TZVPD RIJCOSX def2/J DEFGRID3
* xyz 0 3
C -0.6926 -2.8277 -1.6281
C 0.0685 -2.8458 -0.4835
C -1.2532 -1.6163 -2.0880
C 0.3407 -1.6366 0.1429
C 2.0743 1.0337 0.5604
C -0.2199 1.3100 2.4188
C -0.9013 2.2426 -0.5527
N -1.0456 -0.4668 -1.5106
N -0.2779 -0.4415 -0.4489
O 1.0200 -1.4722 1.1555
Si 0.1579 1.0617 0.4961
H -1.2229 -3.7360 -2.0329
H 0.6951 -3.7116 -0.0772
H -1.8546 -1.6104 -3.0135
H 2.5806 1.8017 -0.2130
H 2.5579 1.4121 1.5173
H 2.3760 0.0837 0.0835
H -0.1353 0.3117 2.9398
H 0.4364 2.1078 2.7066
H -1.3649 1.5667 2.4961
H -0.4280 2.8718 -1.3621
H -1.5018 1.6000 -1.1768
H -1.4095 2.9614 0.0702
*
```

***

3.
Formula: C24H20BFN3O5Sr
Source: the Open Molecules 2025 dataset
Level of theory: ωB97M-V with the def2-TZVPD basis set

E_HOMO (alpha / beta)   -0.1571 / -0.1450 Eh
LUMO (alpha / beta)   0.094 / 0.038 hartree
Energy above the lowest of the compared OMol25 structures with the same formula, charge and spin   13.6 kJ/mol
Maximum force   0.0096 Eh/bohr
Gap between HOMO and LUMO (alpha / beta)   6.837 / 4.977 eV

The geometry in ORCA input format:
```
! wB97M-V def2-TZVPD RIJCOSX def2/J DEFGRID3
* xyz -1 1
Sr 0.4991 -0.6696 -0.3130
C 2.0485 -0.8727 4.2808
C 1.1763 -0.3968 3.1412
O 1.3546 -0.8752 2.0169
C 0.1736 0.5714 3.4803
C -0.7500 1.1995 2.6725
C -1.7216 2.1445 3.3308
N -0.8122 1.0181 1.3273
N -1.8026 1.7050 0.7837
C -1.8096 1.6444 -0.5786
O -0.9338 1.1171 -1.2757
C -2.9725 2.3168 -1.2306
C -3.8664 3.1062 -0.5113
C -4.9238 3.7260 -1.1591
C -5.1002 3.5556 -2.5259
C -4.2141 2.7639 -3.2445
C -3.1521 2.1495 -2.6001
H 2.8170 -1.5393 3.8990
H 1.4339 -1.4065 5.0090
H 2.5069 -0.0251 4.7928
H 0.1399 0.8319 4.5308
H -1.5362 2.1968 4.4017
H -2.7452 1.8143 3.1520
H -1.6407 3.1408 2.8955
H -3.7188 3.2254 0.5528
H -5.6131 4.3435 -0.5966
H -5.9283 4.0380 -3.0305
H -4.3513 2.6249 -4.3093
H -2.4482 1.5309 -3.1403
F -1.6044 -3.4891 5.1472
C -1.4962 -3.3530 3.7944
C -0.6488 -4.2052 3.1058
C -0.5262 -4.0532 1.7384
C -1.2437 -3.0578 1.0544
C -2.1087 -2.2252 1.7853
C -2.2287 -2.3723 3.1589
H -0.0933 -4.9599 3.6471
H 0.1444 -4.6816 1.1655
H -2.6533 -1.4586 1.2520
H -2.8743 -1.7285 3.7433
O 4.1445 -1.1434 -2.0564
B 2.8115 -0.6155 -2.1629
O 2.7793 0.0567 -3.4353
C 4.0004 -0.0675 -4.0154
C 4.4447 0.4173 -5.2266
C 5.7681 0.1444 -5.5797
C 6.5992 -0.5872 -4.7407
C 6.1393 -1.0744 -3.5152
C 4.8326 -0.7991 -3.1758
H 3.7879 0.9866 -5.8712
H 6.1524 0.5103 -6.5238
H 7.6212 -0.7829 -5.0407
H 6.7770 -1.6446 -2.8523
O -1.6569 -1.9058 -0.8423
N -0.9773 -2.8896 -0.3055
*
```

***

4.
Formula: C5H8S
Source: the Open Molecules 2025 dataset
Level of theory: ωB97M-V with the def2-TZVPD basis set

E_HOMO   -0.3308 Eh
LUMO   0.035 hartree
Energy above the lowest of the compared OMol25 structures with the same formula, charge and spin   71.7 kJ/mol
Maximum force   0.0598 Eh/bohr
Gap between HOMO and LUMO   9.953 eV
Structure (SMILES)   S[C@@H]1C=CCC1

The geometry in ORCA input format:
```
! wB97M-V def2-TZVPD RIJCOSX def2/J DEFGRID3
* xyz 0 1
S 0.6928 -1.1783 1.4211
C -0.5078 -0.5119 0.1607
C 0.1868 -0.5259 -1.1878
C 0.3340 0.6951 -1.7838
C -0.3897 1.7162 -0.9248
C -0.8954 1.0157 0.3365
H -0.1642 -1.0649 2.4631
H -1.3474 -1.2988 0.1348
H 0.5184 -1.3829 -1.6628
H 0.6729 0.9168 -2.8211
H 0.3921 2.4730 -0.6347
H -1.1432 2.3148 -1.4320
H -1.9624 1.2249 0.3993
H -0.4168 1.3348 1.2118
*
```

***

5.
Formula: C28H52BClFN4O4S3
Source: the Open Molecules 2025 dataset
Level of theory: ωB97M-V with the def2-TZVPD basis set

E_HOMO   -0.2412 Eh
<S²>   2.01
LUMO   0.025 hartree
Maximum force   0.0776 Eh/bohr
Gap between HOMO and LUMO   7.234 eV

The geometry in ORCA input format:
```
! wB97M-V def2-TZVPD RIJCOSX def2/J DEFGRID3
* xyz -1 3
O -1.0903 4.6649 -0.6440
S -0.5339 4.0667 -1.8634
O 0.0949 5.1055 -2.7015
F 0.7519 3.0635 -1.4131
B -1.7953 3.1343 -2.9378
C -2.0612 1.5779 -2.4166
C -2.0464 1.4102 -0.8534
C -2.3409 -0.0921 -0.3681
Cl -1.7532 -1.3688 -1.5228
C -3.1592 3.9819 -3.2298
C -4.0203 4.3544 -1.9536
C -5.5485 3.9352 -2.1283
S -6.5823 4.8056 -0.8641
C -8.3498 4.5603 -1.3188
S -9.3269 5.8083 -1.7473
N -8.8242 3.1770 -1.2358
C -8.5710 2.1876 -2.1828
C -9.2113 0.9750 -1.6509
N -9.8129 1.3132 -0.4186
C -9.5572 2.6320 -0.1895
H -1.2542 3.0012 -4.0064
H -1.2091 0.9830 -2.8640
H -2.9965 1.1766 -2.8985
H -2.8511 2.0236 -0.3446
H -1.0841 1.6983 -0.3591
H -3.4501 -0.2333 -0.2521
H -1.8673 -0.2240 0.6380
H -3.8047 3.3507 -3.9152
H -2.8750 4.8981 -3.8222
H -3.5999 4.0156 -0.9753
H -4.0434 5.4865 -1.9015
H -5.8879 4.2905 -3.1432
H -5.6430 2.8185 -2.1158
H -8.0136 2.2966 -3.1348
H -9.2124 -0.0376 -2.1069
H -9.9171 3.1053 0.7502
C 4.1697 0.7065 -1.0395
C 3.6334 1.1933 0.3291
C 3.4648 2.7223 0.3080
C 4.7859 3.4813 0.3883
C 5.6197 3.0055 1.5743
C 5.8201 1.4806 1.6006
N 4.5427 0.7304 1.4228
O 3.8718 0.7981 2.5688
C 6.8301 1.0714 0.5064
C 6.5378 1.1034 2.9123
C 2.2322 0.5569 0.4260
H 4.8582 1.4111 -1.5063
H 4.6704 -0.2614 -0.9493
H 3.3604 0.5709 -1.7598
H 2.8367 3.0384 1.1475
H 2.9337 3.0252 -0.5974
H 5.3509 3.3716 -0.5428
H 4.5840 4.5513 0.4914
H 6.5909 3.5104 1.5564
H 5.1261 3.3309 2.4965
H 6.9058 -0.0162 0.4285
H 7.8297 1.4491 0.7410
H 6.5963 1.4697 -0.4796
H 5.9930 1.4373 3.7973
H 7.5221 1.5745 2.9609
H 6.6822 0.0223 2.9852
H 2.2976 -0.5351 0.4487
H 1.6243 0.8358 -0.4367
H 1.6800 0.8871 1.3078
C 1.9132 -6.7857 1.2370
C 0.4686 -6.2398 1.1215
C 0.2614 -5.6051 -0.2654
C 0.9460 -4.2503 -0.4227
C 0.5589 -3.3075 0.7105
C 0.7800 -3.9139 2.1058
N 0.1986 -5.2836 2.2358
O -1.1197 -5.1556 2.3516
C 2.2912 -3.9487 2.4231
C 0.2152 -2.9387 3.1580
C -0.4144 -7.5009 1.2101
H 2.6452 -6.1787 0.7048
H 2.2243 -6.8695 2.2813
H 1.9979 -7.7866 0.8072
H -0.8088 -5.4727 -0.4569
H 0.6272 -6.2835 -1.0433
H 2.0335 -4.3703 -0.4643
H 0.6571 -3.8058 -1.3795
H 1.1258 -2.3778 0.6119
H -0.4939 -3.0343 0.5861
H 2.4842 -4.4770 3.3606
H 2.6865 -2.9352 2.5360
H 2.8951 -4.4073 1.6412
H -0.8410 -2.7153 2.9959
H 0.7417 -1.9828 3.1169
H 0.3309 -3.3394 4.1684
H -0.3070 -7.9891 2.1829
H -0.1285 -8.2235 0.4426
H -1.4719 -7.2860 1.0484
*
```